Molecular formula: CH7N3
Method: DFT, ωB97M-V with the def2-TZVPD basis set

Geometry as XYZ:
```
11
Properties=species:S:1:pos:R:3:forces:R:3:mulliken_charge:R:1
H 1.54200 -0.88034 0.23751 0.14 0.44 -0.04 0.28
N -0.67668 -0.21848 -2.17824 -0.06 -0.09 0.47 -0.72
H -1.53651 0.14782 -2.57354 0.07 0.09 -0.06 0.21
C 0.30400 0.29715 1.32293 -0.97 0.78 -0.10 0.07
N 1.27574 -0.64085 1.18246 0.27 -1.23 0.18 -0.47
N 0.14768 1.22865 0.47491 0.62 -0.25 -0.58 -0.68
H -0.60953 1.86263 0.65631 -0.29 0.04 0.46 0.20
H 1.23597 -1.47014 1.76714 -0.15 0.48 -0.06 0.24
H -0.97499 -0.99223 -1.58965 -0.02 -0.17 -0.19 0.21
H -0.34645 0.45897 -1.48650 0.02 0.10 -0.33 0.35
H -0.36123 0.20681 2.18667 0.37 -0.19 0.23 0.31
```
Positions in Å, forces in eV/Å.

Computed properties:
M (g mol⁻¹): 61.09
ΔE to the lowest compared entry with this formula, charge and spin (kcal per mole): 3.8
Net charge: 0
SMILES string: [H]/N=C/N.N

Molecular formula: C4H5NO
Method: DFT, ωB97M-V with the def2-TZVPD basis set

Geometry as XYZ:
```
11
Properties=species:S:1:pos:R:3:forces:R:3:mulliken_charge:R:1
C 0.04673 -0.29723 0.15438 -2.47 -2.86 0.17 0.72
C 0.67207 -0.35101 1.49617 0.64 -0.46 -0.18 -1.13
O -0.73612 -1.21563 -0.28751 2.60 0.60 2.84 -0.40
N -1.93733 -0.21745 -2.51726 0.50 -0.33 0.99 -0.58
H 1.75417 -0.22162 1.38731 -0.07 0.10 0.09 0.32
C 0.00422 0.79548 -0.78596 -2.11 -1.72 -2.30 -0.35
H 0.48878 -1.30561 1.98999 -0.11 0.15 -0.11 0.31
H 0.75468 0.66615 -1.56826 0.48 0.57 0.39 0.22
H 0.30824 0.46899 2.11751 -0.06 0.04 -0.12 0.32
C -1.21467 -0.11885 -1.60085 0.73 3.93 -1.33 0.23
H -0.14077 1.79680 -0.38552 -0.14 -0.03 -0.44 0.33
```
Positions in Å, forces in eV/Å.

Computed properties:
M (g mol⁻¹): 83.09
ΔE to the lowest compared entry with this formula, charge and spin (kcal per mole): 74.2
Net charge: 0

Molecular formula: C2H6N2O4
Method: DFT, ωB97M-V with the def2-TZVPD basis set

Geometry as XYZ:
```
14
Properties=species:S:1:pos:R:3:forces:R:3:mulliken_charge:R:1
C -1.23809 2.06152 -0.67544 -0.24 0.94 0.54 -0.72
O 2.40880 -3.29711 -0.49835 -0.37 0.49 -0.42 -0.52
O 2.19409 -2.60064 1.52037 -0.52 0.60 -1.38 -0.51
H 0.00847 -1.73537 0.01815 0.17 -0.07 0.82 0.30
H -2.06144 1.86865 -1.36319 0.32 -0.43 0.05 0.29
O -2.72599 2.18384 1.09703 1.41 -1.20 0.02 -0.51
H -1.16970 3.14763 -0.61392 -0.06 0.03 0.07 0.31
N -1.67976 1.65463 0.72470 0.49 0.37 -0.40 0.84
C 1.04849 -1.44204 -0.12467 -0.48 0.05 -1.09 -0.69
H 1.10281 -1.43099 -1.21325 0.52 0.53 0.09 0.33
H -0.23785 1.71424 -0.93437 -0.47 -0.57 0.13 0.30
H 1.31710 -0.52714 0.40344 -0.21 -0.18 -0.21 0.26
N 1.95085 -2.51251 0.30704 0.88 -1.42 2.23 0.83
O -0.91779 0.91530 1.35245 -1.45 0.88 -0.44 -0.49
```
Positions in Å, forces in eV/Å.

Computed properties:
M (g mol⁻¹): 122.08
ΔE to the lowest compared entry with this formula, charge and spin (kcal per mole): 170.6
Net charge: 0
SMILES string: C[N+](=O)[O-].C[N+](=O)[O-]

Molecular formula: C13H31InN2O7
Method: DFT, ωB97M-V with the def2-TZVPD basis set

Geometry as XYZ:
```
54
Properties=species:S:1:pos:R:3:forces:R:3:mulliken_charge:R:1
C 0.17474 -2.88546 3.34881 -0.47 2.07 -0.32 0.84
H -3.91660 -2.91704 2.20928 -0.23 -0.23 -0.37 0.39
H 1.77467 2.86353 -3.16068 -0.08 -0.37 -0.11 0.49
H 1.51616 5.19913 -2.84583 0.32 -0.20 -0.19 0.37
C 3.04161 0.23812 -0.43522 -0.31 -1.59 -0.20 -0.76
H 0.05193 2.71399 1.20563 -0.08 0.39 0.25 0.23
H 2.98368 -0.49220 -1.24593 0.12 -0.14 0.09 0.39
H -3.65313 -1.74136 -2.17758 -0.23 0.13 0.21 0.49
O 1.61540 3.76128 -1.36159 -0.29 -0.33 1.17 -0.21
H -4.39926 -2.53916 0.11204 0.17 0.82 0.21 0.51
H 3.10220 5.10143 -1.93775 0.00 -0.44 -0.56 0.33
H -1.57628 3.50815 1.13137 0.04 -0.22 0.21 0.34
H -3.04235 -4.47043 1.79009 -0.26 0.04 -0.05 0.33
C 2.01161 5.00490 -1.89102 0.73 1.07 -0.33 -0.89
C 2.78152 -2.63156 1.80032 1.15 -0.58 0.15 -0.90
C -2.42076 0.59760 -1.70980 0.86 -0.37 -0.15 -0.78
H 3.15390 -2.32637 2.78009 -0.24 0.06 0.05 0.44
H 0.27250 1.59497 -1.68573 0.17 0.42 0.40 -0.66
In -0.24386 -0.86825 0.79088 0.24 -1.09 1.40 1.64
H 1.36494 0.61980 -2.45250 0.89 -0.17 0.17 0.64
C 3.29717 -0.47400 0.87158 0.94 0.75 0.31 -0.68
H -1.90806 2.59110 -1.83307 0.46 0.27 0.37 0.36
H -2.31209 -3.18689 2.75798 0.16 -0.08 -0.23 0.14
H 1.87147 1.64967 0.27739 -0.76 0.07 0.06 0.25
C -3.38865 -2.71234 -0.27876 -1.16 -1.40 -0.37 -0.78
C -2.17459 1.90117 -1.02224 -1.29 1.11 -0.06 -0.73
H 1.78744 5.87692 -1.27364 -0.69 -0.62 0.57 0.28
H 3.60768 -3.11072 1.26652 0.00 0.13 -0.05 0.42
C -2.94688 -1.75937 -1.34106 0.22 -0.53 -0.08 -0.78
H -0.42561 3.71634 -0.18602 0.09 -0.27 -0.14 0.30
C 1.34589 1.39366 -1.68285 -1.72 0.24 -0.40 -0.02
H -3.18944 0.69685 -2.48210 -0.18 0.13 0.19 0.56
H -2.02385 -2.15929 -1.77322 0.20 0.38 0.07 0.33
H 0.57609 -4.54348 3.61306 0.43 -0.72 1.11 0.39
O -0.02302 -1.68296 3.64718 0.33 0.29 -0.15 -0.65
C -2.97658 -3.39121 1.92289 0.40 0.18 0.77 -0.72
H 1.98276 -3.35696 1.87712 0.05 0.29 -0.12 0.12
H 3.28365 0.24883 1.69900 -0.41 -0.09 0.10 0.38
O 0.61151 -3.79642 4.24587 -0.77 0.44 -1.80 -0.41
H -3.65395 -0.14270 -0.37657 0.25 -0.26 0.81 0.24
H 3.84739 0.91453 -0.72574 -0.15 0.34 0.39 0.38
C -0.77826 3.01642 0.57209 -0.08 0.11 -0.02 -0.85
O -2.43238 -2.78881 0.74226 0.41 0.64 0.20 -0.16
O 2.34244 -1.50152 1.04535 -1.27 0.32 -0.35 -0.20
O -0.01859 -3.29451 2.15767 0.01 0.06 -1.17 -0.65
C 2.04753 2.66247 -2.11621 0.24 0.51 -1.05 -0.89
H 4.33170 -0.82630 0.90396 -0.20 -0.57 -0.25 0.50
O -1.24077 1.78196 0.00777 0.95 -0.90 0.10 -0.14
H 3.13951 2.57079 -2.14613 0.07 -0.01 0.33 0.43
H -1.50494 0.33765 -2.25274 -0.04 -0.31 0.10 0.34
H -3.56337 -3.69839 -0.72976 0.52 -0.09 -0.12 0.43
N -2.74958 -0.44697 -0.74117 0.67 0.33 -0.62 -0.04
N 1.72056 0.86570 -0.36154 0.09 0.16 -0.16 0.13
H -3.07483 2.31767 -0.54979 -0.26 -0.15 -0.33 0.49
```
Positions in Å, forces in eV/Å.

Computed properties:
M (g mol⁻¹): 442.22
ΔE to the lowest compared entry with this formula, charge and spin (kcal per mole): 0.0
Net charge: +2

Molecular formula: C4H13NO2
Method: DFT, ωB97M-V with the def2-TZVPD basis set

Geometry as XYZ:
```
20
Properties=species:S:1:pos:R:3:forces:R:3:mulliken_charge:R:1
H 2.33429 -0.69150 -0.68125 -0.14 0.23 -0.79 0.39
O -5.00782 -0.64620 -3.28550 -0.33 -0.65 0.10 -0.62
H 0.39675 0.79426 -0.72694 -0.60 0.22 1.95 0.33
C 1.51960 0.15121 2.41794 -1.17 2.14 0.05 -0.52
H -2.32600 -0.61604 -2.15920 -1.07 -0.63 0.47 0.31
C 0.32869 0.71719 1.55504 1.52 1.21 -1.64 -0.75
C 2.01757 0.01772 0.06550 -0.11 -0.28 1.89 -0.73
C 2.31945 -0.64440 1.42510 0.42 -0.07 -0.20 -0.54
H 2.57529 0.97177 0.04469 -0.22 -0.20 -0.48 0.30
H -4.81857 0.08227 -3.85607 0.55 1.09 -0.31 0.31
H 2.03718 -1.69772 1.29088 -0.09 0.24 0.63 0.30
H 1.19760 -0.36464 3.31391 -0.10 -0.29 0.02 0.30
N 0.52065 0.22277 0.14698 2.47 -0.29 -1.04 -0.43
O -1.53125 -0.13084 -2.27860 2.12 1.41 1.30 -0.67
H -1.12758 0.08071 -1.37302 -1.23 -0.99 -1.80 0.40
H -0.67066 0.58535 1.77003 -2.03 -1.23 1.18 0.49
H 0.39199 1.79156 1.61291 0.36 0.76 -0.21 0.28
H 3.33879 -0.57273 1.79666 0.42 -0.33 -0.68 0.31
H -5.57550 -1.15713 -3.86991 -0.13 -0.44 0.26 0.31
H 2.07953 1.10638 2.79085 -0.62 -1.89 -0.70 0.23
```
Positions in Å, forces in eV/Å.

Computed properties:
M (g mol⁻¹): 107.15
ΔE to the lowest compared entry with this formula, charge and spin (kcal per mole): 34.7
Net charge: 0
SMILES string: C1CCNC1.O.O

Molecular formula: C9H11N2O
Method: DFT, ωB97M-V with the def2-TZVPD basis set

Geometry as XYZ:
```
23
Properties=species:S:1:pos:R:3:forces:R:3:mulliken_charge:R:1
H -0.99324 2.71175 -0.18051 0.08 -2.05 1.10 0.37
H -0.78913 -1.83349 -1.62577 -0.31 0.49 -0.14 0.24
H 2.34849 0.66751 1.25091 -0.19 -0.92 0.22 0.37
C -0.15452 -0.94733 -1.71021 -2.34 1.65 -1.13 -1.10
N -0.69570 0.29495 -1.09206 -0.77 -0.40 1.44 0.04
N -0.76623 1.91417 0.49395 -1.41 3.60 0.15 -0.13
H 0.69860 -1.12056 -1.20834 3.30 -0.91 1.12 0.47
C -1.41830 1.09774 -2.07944 -2.14 0.94 -0.52 -1.21
C -0.08183 -1.60781 1.01294 -1.22 1.86 0.74 -0.94
O -0.71656 1.73767 2.80224 -0.92 0.57 0.40 -0.30
C 0.91756 -2.39042 1.27210 1.70 2.40 0.51 -0.43
H 3.12214 -1.76584 1.69882 0.97 -0.73 0.27 0.53
C -1.21749 2.15192 1.82604 0.91 0.69 -0.10 0.10
H -0.01504 -0.57946 -2.72998 0.43 -0.99 0.00 0.54
C -0.41934 0.68598 0.14783 0.47 -0.55 -3.27 0.45
C 2.12065 -1.52354 1.49817 -2.00 1.23 -1.18 -0.58
H -1.87479 0.38974 -2.82797 0.72 0.84 0.73 0.42
H 0.91819 -3.38820 1.24602 0.06 -3.74 0.15 0.63
H -0.66168 1.73352 -2.52831 -0.14 0.15 -0.58 0.48
H -0.00202 0.33886 2.11379 0.02 -0.94 -0.10 0.76
H -2.32817 1.79164 -1.78672 1.97 -1.56 0.26 0.35
C 0.27459 -0.10289 1.14721 -1.39 -3.14 -0.05 0.37
C 1.73382 -0.25591 1.25932 2.22 1.53 0.00 -0.45
```
Positions in Å, forces in eV/Å.

Computed properties:
M (g mol⁻¹): 163.20
ΔE to the lowest compared entry with this formula, charge and spin (kcal per mole): 154.3
Net charge: +1